[1]
A 5-piece molecular cluster, C32H49BrClNO12 overall, computed with ωB97M-V/def2-TZVPD.

SMILES	C[C@@](CCc1ccccc1)(CO[C@@H](Cl)COCOCCO)NBr.O=C1CCCO1.O=C1CCCO1.O=C1CCCO1.O=C1CCCO1
E_tot	-142589.539	eV
max |F|	5.449	eV/A
frontier orbital gap	8.3	eV

XYZ file:
```
96
Properties=species:S:1:pos:R:3:forces:R:3
C -1.2740 -0.0240 -2.4604 1.2 -0.3 -0.4
C -1.3872 -1.2799 -1.3625 1.5 1.8 -1.2
C -0.5009 -2.5060 -1.9979 -0.5 -0.2 -0.6
C -0.9411 -4.0075 -1.5108 0.8 -0.3 0.5
C -1.0645 -4.2086 0.1109 -1.4 -0.9 4.1
C 0.1530 -4.1325 1.2061 -3.3 -0.9 1.3
C -0.0934 -4.4057 2.8375 -3.6 -0.4 -1.7
C -1.6054 -4.7650 3.4535 0.9 0.8 -5.3
C -2.8292 -4.8427 2.3252 3.2 0.6 -0.8
C -2.5789 -4.5700 0.7133 3.0 0.0 3.0
C -0.7181 -0.6661 0.0427 -1.1 0.3 0.0
O 0.7202 -0.3517 -0.2040 -0.6 -0.3 2.7
C 1.4469 -0.1606 1.0606 -0.7 1.3 -1.0
Cl 2.9772 -1.2578 0.9487 -1.4 0.9 0.5
C 2.0366 1.3871 1.1850 1.2 -1.2 0.2
O 0.9863 2.4188 1.2449 0.7 -1.0 2.6
C 0.4135 2.5287 2.6105 -1.0 -0.3 0.4
O 0.2508 3.9529 3.0542 -0.5 -1.6 0.6
C -0.4915 3.9936 4.3456 -0.7 -0.9 0.5
C -1.9025 4.8776 4.2391 0.9 0.4 -1.3
O -2.4357 5.2475 5.5670 0.9 1.4 -1.3
N -2.8338 -1.6941 -1.2017 1.3 -0.4 -0.4
Br -3.9378 -0.2741 -0.6537 -0.1 0.0 0.0
H -1.6731 0.9926 -2.0344 0.6 -2.1 -0.9
H -0.1162 0.1369 -2.6967 -2.4 -0.3 0.6
H -1.7708 -0.3066 -3.5077 0.8 0.7 2.4
H 0.6628 -2.3616 -1.8695 -3.1 0.1 0.1
H -0.6903 -2.4712 -3.1765 0.3 -0.1 2.4
H -0.0968 -4.7511 -1.9045 -1.8 1.6 0.9
H -1.9509 -4.3207 -2.0166 1.9 0.6 1.2
H 1.2503 -3.9147 0.8605 -2.4 -0.4 0.7
H 0.7795 -4.3838 3.6330 -1.8 0.1 -2.1
H -1.8038 -4.9842 4.5981 0.5 0.5 -2.7
H -3.9126 -5.1330 2.7326 2.6 0.8 -1.2
H -3.4982 -4.6795 -0.0049 2.1 0.3 1.5
H -1.2228 0.3778 0.2984 0.8 -2.3 -0.6
H -0.8746 -1.3981 0.9498 0.5 1.2 -1.8
H 0.7734 -0.4122 1.9891 1.5 0.1 -1.8
H 2.7663 1.5407 0.2613 -1.9 0.0 1.8
H 2.7270 1.3732 2.1583 -1.6 0.2 -2.0
H 1.0604 1.9691 3.4317 -1.1 1.0 -1.9
H -0.6824 2.0650 2.5743 2.3 0.8 0.1
H -0.7498 2.8679 4.6018 0.2 2.3 -0.2
H 0.1570 4.3935 5.2368 -1.0 -0.5 -1.9
H -2.6771 4.2634 3.5754 1.5 1.4 1.8
H -1.6758 5.8884 3.6773 -0.3 -2.2 0.8
H -2.2722 6.2464 5.6904 -0.3 -2.5 -0.4
H -3.2159 -1.9933 -2.1279 0.6 0.5 0.9
O -1.7595 1.7278 -5.4657 0.4 2.0 0.0
C -1.6057 2.8955 -5.1478 0.0 -2.1 -0.5
C -2.0265 3.5039 -3.8443 -0.4 0.3 0.2
C -1.9618 4.9793 -4.1482 -0.4 0.7 0.5
C -0.8839 5.0531 -5.1978 0.3 0.7 -0.1
O -0.9808 3.8288 -5.9241 -0.3 -0.8 0.0
H -1.3116 3.2165 -3.0684 -0.1 -0.1 0.0
H -3.0384 3.1941 -3.5731 0.3 -0.3 0.1
H -1.7521 5.5978 -3.2715 0.0 0.0 -0.2
H -2.9174 5.3087 -4.5741 0.2 0.0 0.1
H 0.1178 5.1216 -4.7607 -0.1 0.0 0.0
H -1.0329 5.8975 -5.8770 0.1 -0.3 -0.1
O -1.3167 3.6161 11.6201 -0.5 -0.3 -2.0
C -1.8351 3.6047 10.5158 1.1 0.2 2.0
C -3.2173 4.0902 10.1998 -0.5 -0.2 -0.1
C -3.4600 3.4898 8.8381 -0.9 -0.1 -0.4
C -2.0710 3.4090 8.2609 0.1 0.1 -0.8
O -1.2118 3.1816 9.3771 0.0 0.0 0.9
H -3.2137 5.1832 10.1678 0.0 -0.1 0.2
H -3.9404 3.7262 10.9333 0.3 0.3 0.1
H -4.1497 4.0710 8.2203 0.2 -0.1 0.0
H -3.8744 2.4806 8.9503 0.1 0.2 -0.1
H -1.7691 4.3411 7.7718 -0.1 -0.2 0.0
H -1.9732 2.5861 7.5467 0.2 0.1 0.2
O 2.2736 -3.1162 -1.9216 2.1 -1.3 -0.6
C 3.4139 -3.4345 -2.2157 -1.4 0.3 0.7
C 4.5810 -2.4988 -2.3077 0.3 0.2 -0.3
C 5.5900 -3.3247 -3.0648 0.7 0.4 -0.5
C 5.2273 -4.7323 -2.6696 0.7 -0.5 -0.2
O 3.8149 -4.7150 -2.4681 -0.9 0.8 0.2
H 4.9268 -2.2584 -1.2985 -0.2 0.1 0.0
H 4.3158 -1.5902 -2.8533 -0.1 0.0 0.4
H 6.6272 -3.0668 -2.8352 -0.1 -0.1 0.0
H 5.4388 -3.1914 -4.1429 0.1 -0.1 0.1
H 5.7097 -5.0392 -1.7357 -0.1 0.0 0.0
H 5.4793 -5.4536 -3.4524 -0.3 0.0 0.2
O 4.7744 -3.3169 -6.7110 -1.5 0.9 -0.5
C 3.6746 -2.7910 -6.7578 1.9 -0.6 0.0
C 2.6424 -2.8375 -5.6722 -0.4 -0.3 0.1
C 1.3987 -2.3916 -6.3988 -0.9 -0.1 0.3
C 1.9493 -1.4910 -7.4733 -0.6 0.5 -0.3
O 3.2268 -2.0347 -7.8025 0.7 -0.6 0.4
H 2.9243 -2.1376 -4.8807 0.0 -0.1 0.0
H 2.5337 -3.8491 -5.2745 0.3 0.2 0.1
H 0.6690 -1.8954 -5.7534 0.1 0.0 -0.2
H 0.9099 -3.2600 -6.8570 0.1 0.2 0.1
H 2.0871 -0.4625 -7.1235 0.0 -0.1 0.0
H 1.3127 -1.4806 -8.3628 0.3 0.0 0.0
```
Positions in Å, forces in eV/Å.

These are the Mulliken partial charges, in e, on atoms 1 to 2: C -1.1910; C 0.9722

[2]
A 3-piece molecular cluster, C42H47BF6INO10S overall, computed with ωB97M-V/def2-TZVPD.

SMILES	C#Cc1c(CCCC(=O)OCC)c(B(O)OCC)cc2c1Sc1c([C@H](C)CCC)c(C#C)c(COC(C)=O)c(I)c1N2C#C.CCOC(=O)C(F)(F)F.CCOC(=O)C(F)(F)F
E_tot	-102176.643	eV
max |F|	6.948	eV/A
frontier orbital gap	7.6	eV

XYZ file:
```
109
Properties=species:S:1:pos:R:3:forces:R:3
C -3.2191 -4.0816 0.5208 4.6 4.3 2.2
C -2.3568 -3.1366 0.8594 -3.1 -4.0 -0.4
C -1.3181 -2.0974 1.4696 1.4 2.0 0.3
C -0.3243 -2.4362 2.6817 0.1 1.9 -1.5
C -0.4766 -3.9298 3.2995 -1.1 0.5 -0.7
C -1.9184 -3.9483 4.0729 0.5 0.9 1.1
C -1.7767 -4.6011 5.5777 -1.3 0.1 -1.3
C -3.2330 -4.3471 6.2752 0.1 1.6 3.0
O -3.3930 -3.5457 7.2657 0.5 -3.8 -5.1
O -4.3266 -5.0830 5.6588 2.0 2.8 0.4
C -5.4479 -4.1667 5.3890 -1.5 0.7 0.1
C -6.1873 -4.5605 3.9936 -0.1 -1.2 1.0
C 0.7257 -1.3572 3.2145 -3.1 0.8 -3.4
B 1.7726 -1.7096 4.4472 0.0 -0.4 1.1
O 1.2236 -1.6570 5.7975 2.4 0.5 -2.2
O 3.1651 -2.0972 4.2266 -2.9 -0.4 0.3
C 3.2557 -3.4235 3.6185 1.6 -1.2 -1.0
C 3.2321 -3.3765 1.9840 0.4 0.3 0.4
C 0.7238 0.0882 2.5270 -2.0 -2.2 -1.1
C -0.2753 0.4845 1.3411 0.8 -4.5 2.7
C -1.2598 -0.6510 0.8486 2.0 0.2 1.6
S -2.3895 -0.2208 -0.5652 1.9 0.7 0.2
C -1.3674 1.0294 -1.5335 2.1 1.9 -0.8
C -1.4921 1.1200 -3.1306 2.4 2.1 1.2
C -2.4417 0.1809 -4.0199 -0.7 -0.6 -0.5
C -3.9953 0.1392 -3.5287 0.0 -0.6 -0.1
C -1.9011 -1.3676 -4.1294 0.6 0.5 -1.0
C -0.3434 -1.3950 -4.6598 -0.2 -1.2 0.6
C 0.6095 -2.0514 -3.5079 0.3 -0.1 0.2
C -0.5620 2.2071 -3.8570 0.6 0.4 1.7
C -0.5374 2.3874 -5.4668 -2.7 -1.3 -4.8
C -0.8291 2.3311 -6.7609 1.0 -0.4 6.9
C 0.4098 3.1496 -3.0229 -1.1 -1.6 1.7
C 1.3835 4.2600 -3.7266 0.0 -2.1 0.4
O 0.8968 5.5986 -3.4157 0.3 1.2 -2.8
C 0.3120 6.2240 -4.5713 -3.6 -2.6 -2.3
C 0.7055 7.6875 -5.1199 0.2 0.2 0.6
O -0.5907 5.5725 -5.2137 4.3 3.1 2.9
C 0.4953 3.0291 -1.4409 -2.6 -2.8 -2.2
I 1.8107 4.3401 -0.2491 -1.2 -1.2 -1.1
C -0.3923 1.9309 -0.6746 0.4 1.2 -4.4
N -0.2056 1.8686 0.8001 -3.5 -0.4 0.0
C -1.1735 2.7714 1.5081 -0.5 5.5 3.9
C -1.5979 3.7820 2.2534 2.4 -5.2 -3.7
H -3.8827 -5.0165 0.3442 1.6 2.4 0.2
H 0.3903 -4.2371 3.9881 -1.4 0.7 -1.0
H -0.5594 -4.7120 2.4381 0.4 1.5 1.4
H -2.2019 -2.8406 4.2511 0.3 -1.8 -0.4
H -2.7634 -4.4224 3.4567 1.5 0.5 1.0
H -0.9243 -4.0569 6.1339 -1.7 -1.0 -0.7
H -1.5669 -5.7221 5.4016 -0.4 1.7 0.7
H -5.1127 -3.0590 5.3501 -0.3 -2.0 0.1
H -6.1631 -4.2710 6.2996 1.0 0.3 -1.8
H -6.7985 -3.7003 3.5348 1.2 -1.2 0.8
H -6.9391 -5.4159 4.2484 1.3 1.5 -0.6
H -5.4224 -4.9986 3.2504 -1.2 0.9 1.1
H 1.9701 -1.5744 6.4502 -1.0 -0.4 -0.8
H 4.3168 -3.8252 3.8964 -2.0 0.8 -0.2
H 2.5094 -4.1941 4.0517 1.0 1.5 -0.7
H 2.5108 -4.1580 1.5414 1.0 1.4 0.7
H 4.3028 -3.5942 1.5812 -1.9 0.4 0.7
H 2.9619 -2.2964 1.6691 0.2 -1.9 0.4
H 1.4822 0.8752 2.9279 -1.6 -1.5 -0.9
H -2.4795 0.5493 -5.1278 0.5 -0.2 2.2
H -4.7312 0.0385 -4.4261 1.5 0.2 1.4
H -4.3272 1.0791 -2.9492 0.7 -1.6 -0.7
H -4.1058 -0.8433 -2.9117 -0.1 2.0 -0.8
H -2.0302 -1.9283 -3.1320 0.3 1.0 -1.5
H -2.5014 -1.9507 -4.9453 0.6 1.3 1.6
H -0.2884 -2.1119 -5.5683 -0.1 1.3 1.4
H 0.0224 -0.3584 -5.0122 -0.6 -1.7 0.7
H 1.4110 -1.3215 -3.1222 -1.2 -1.0 -0.7
H 0.0058 -2.3946 -2.5763 0.9 0.7 -1.6
H 1.1588 -2.9982 -3.8910 -0.9 1.7 0.5
H -1.2201 2.1191 -7.8323 1.2 0.8 2.5
H 2.4558 4.1376 -3.2811 -2.1 0.4 -0.5
H 1.4972 4.0634 -4.8599 -0.6 0.4 1.9
H 1.7201 8.0833 -4.7513 -1.5 -0.8 -0.4
H 0.7313 7.6218 -6.2680 -0.2 -0.1 1.9
H -0.0980 8.4772 -4.8149 1.3 -1.7 -0.5
H -1.9519 4.6400 2.9434 0.6 -2.1 -1.7
C -1.1064 8.0832 -1.0258 0.0 -0.3 0.2
C -1.5451 9.3525 -0.3225 0.5 0.1 -0.7
O -2.5039 9.0564 0.7040 -0.1 -0.2 1.4
C -1.9967 8.6257 1.8847 1.6 0.5 -1.7
O -0.8163 8.4815 2.1024 -1.5 0.0 0.3
C -3.1159 8.3956 2.8963 -1.6 -0.5 1.4
F -4.1674 7.7277 2.3666 0.8 0.3 -0.1
F -3.6086 9.5613 3.3786 0.6 -0.3 -0.5
F -2.7136 7.6787 3.9691 0.2 0.4 -0.9
H -1.9727 7.5360 -1.4070 0.1 0.1 -0.1
H -0.4379 8.3136 -1.8589 -0.1 0.0 0.1
H -0.5834 7.4120 -0.3392 0.0 0.1 -0.1
H -2.0415 10.0144 -1.0363 -0.2 -0.1 0.3
H -0.6924 9.9031 0.0874 -0.2 -0.2 0.2
C 8.9398 -5.5088 -0.8268 0.1 0.3 -0.2
C 7.5790 -6.1772 -0.8043 0.6 -0.5 0.1
O 6.5341 -5.2048 -0.9562 -0.8 0.6 -0.9
C 6.2716 -4.8069 -2.2255 1.6 -1.6 0.2
O 6.8598 -5.2170 -3.1987 -1.0 0.8 0.8
C 5.1127 -3.8142 -2.2468 -1.6 1.6 -0.2
F 5.2203 -2.8670 -1.2857 0.3 -0.7 -0.3
F 3.9198 -4.4244 -2.0478 0.8 -0.1 0.0
F 5.0094 -3.1527 -3.4196 0.5 -0.7 0.6
H 8.9918 -4.7178 -0.0739 0.0 -0.2 0.0
H 9.7312 -6.2364 -0.6319 -0.1 0.0 0.0
H 9.1332 -5.0395 -1.7951 0.0 -0.2 0.1
H 7.4233 -6.6585 0.1643 -0.3 0.3 -0.1
H 7.4992 -6.9574 -1.5679 -0.1 0.3 0.0
```
Positions in Å, forces in eV/Å.

These are the Mulliken partial charges, in e, on atoms 1 to 2: C -0.7131; C -0.6276

[3]
A 21-piece molecular cluster, C18H50N4O23 overall, computed with ωB97M-V/def2-TZVPD.

energy above the lowest of the compared OMol25 structures with the same formula, charge and spin	0.0	kJ/mol
E_tot	-72522.085	eV
max |F|	5.007	eV/A
frontier orbital gap	6.2	eV

XYZ file:
```
95
Properties=species:S:1:pos:R:3:forces:R:3
O 0.0588 1.1088 -2.0068 -1.6 0.8 -1.6
O 1.2643 -3.2282 3.5932 1.8 -2.7 2.1
O -4.1316 0.2681 2.4946 -1.5 0.6 -0.2
N 1.1439 -0.0639 -0.6980 0.0 -2.0 1.1
C 4.7600 -2.0792 0.1596 -2.0 0.7 -0.5
C -3.6976 2.9769 -1.6401 0.7 0.2 -1.7
C 4.7371 -3.0746 1.1431 1.1 0.5 -0.2
C -4.6941 2.9674 -0.6853 0.3 -1.8 0.7
C 3.5984 -1.3937 -0.1735 0.5 -0.1 -0.1
C -2.5346 2.2488 -1.5085 -0.1 -0.7 1.2
C 3.6532 -3.2580 1.9065 -2.5 0.9 1.1
C -4.5531 2.0884 0.3691 -0.1 -0.4 1.3
C 0.2956 -1.7481 2.3807 2.0 -0.4 -1.3
C -2.1741 -0.4001 1.7702 -0.4 0.6 -0.5
C 1.2490 -0.8031 0.4159 -2.5 -0.1 0.2
C 0.1153 -0.9545 1.2757 3.3 -0.9 -0.7
C -1.0673 -0.3272 0.9500 -1.3 1.5 -1.2
C 2.4045 -1.5333 0.6503 2.6 -0.1 -0.1
C -2.3045 1.2929 -0.3846 -0.1 1.5 -2.4
C -1.1153 0.4717 -0.2089 -2.2 -0.7 2.2
C 2.4954 -2.3904 1.7696 1.9 -1.0 -1.5
C -3.3692 1.2146 0.5427 -1.4 2.6 -2.4
N -0.0270 0.4018 -0.9915 2.5 2.9 -1.9
N 1.4189 -2.5059 2.5909 -3.9 3.0 -0.8
N -3.2866 0.3519 1.5816 1.8 -2.0 2.5
H 5.6547 -1.8840 -0.3898 0.3 0.1 -0.3
H -3.8843 3.5640 -2.5856 0.6 -0.6 1.3
H 5.6663 -3.6034 1.2716 -0.1 -0.5 0.3
H -5.5648 3.5705 -0.8406 -0.3 0.1 0.3
H 3.6612 -0.7695 -1.1004 -0.5 -0.4 1.3
H -1.7915 2.4638 -2.2488 0.5 -0.6 -0.1
H 3.5270 -3.9694 2.6889 0.5 -0.6 0.4
H -5.3627 2.1191 1.1413 1.1 -0.6 -0.6
H -0.4758 -1.8543 3.0666 -0.8 -0.6 1.4
H -2.1353 -1.0011 2.6500 -0.6 0.0 0.5
O 2.7775 -0.5250 -3.8780 -0.6 1.7 -0.6
H 2.9404 0.4008 -3.5036 -1.1 -1.7 -1.0
H 2.1084 -0.4464 -4.6329 1.5 0.2 1.8
O 7.7179 -5.4806 2.4954 -1.5 0.4 -1.0
H 6.7920 -5.8884 2.4812 1.9 0.9 0.2
H 7.7828 -4.8194 1.7323 -0.3 -2.0 1.4
O -5.7447 6.2091 -1.8587 -1.4 0.4 -1.8
H -6.7171 6.4833 -1.9148 2.2 -0.6 -0.1
H -5.3951 6.0932 -2.8011 -0.8 0.1 1.8
O -0.4607 -3.4910 5.8968 1.0 -1.0 -0.7
H -0.5906 -4.4757 5.7040 0.4 2.4 0.0
H 0.3410 -3.1697 5.3698 -1.6 -1.1 0.8
O 5.0951 -6.1439 -0.1544 0.8 -0.4 -1.4
H 5.3675 -6.8612 -0.8140 -0.5 1.9 1.3
H 5.3893 -5.2487 -0.5230 -0.3 -1.8 0.2
O 5.5741 0.1874 -2.5289 -1.3 1.5 -0.4
H 4.7230 0.0447 -3.0572 1.9 0.4 1.0
H 5.6308 1.1668 -2.2812 -0.5 -2.1 -0.6
O -6.3781 -1.0577 3.5575 0.4 -1.7 -1.0
H -6.3864 -1.1311 2.5484 0.3 -0.1 2.3
H -5.9416 -1.8908 3.9305 -0.9 1.8 -1.2
O 2.7258 2.0290 -0.3878 -1.1 0.9 -1.0
H 2.2703 2.8661 -0.7277 0.8 -2.0 0.6
H 2.1840 1.2301 -0.6911 0.8 1.6 0.2
O -0.3065 -5.6544 3.8192 1.2 0.4 1.1
H 0.1364 -5.9814 4.6681 -0.6 0.9 -2.1
H 0.1603 -4.8057 3.5268 -0.4 -1.5 0.9
O 8.1109 -3.8270 0.4438 1.6 2.0 -0.7
H 8.8035 -3.8156 -0.2937 -1.3 0.1 1.8
H 8.3425 -3.0968 1.1049 -0.2 -1.3 -1.6
O -2.2473 -0.2814 5.2597 1.5 1.5 0.2
H -1.4595 -0.3787 5.8871 -1.6 0.4 -1.4
H -2.2352 0.6571 4.8818 0.1 -2.0 1.1
O 5.9026 -4.1524 -1.8364 1.7 0.5 -1.5
H 6.0884 -4.6193 -2.7146 -0.2 1.2 1.9
H 6.6181 -3.4512 -1.6948 -1.4 -1.6 -0.5
O -2.3465 4.6854 0.6379 -1.4 -0.9 1.6
H -2.5533 3.7676 1.0103 0.2 2.2 -0.9
H -3.1750 5.2584 0.7335 1.0 -1.4 0.2
O -2.3734 5.2129 -3.9620 -0.8 1.9 -0.3
H -2.2083 6.2076 -3.8773 -0.4 -2.1 -0.2
H -3.3557 5.0723 -4.1599 1.4 0.7 0.2
O 5.0815 -6.6986 2.6708 -1.0 -1.2 -1.0
H 5.2337 -6.6337 1.6726 -0.9 -0.3 1.4
H 4.3900 -7.4181 2.8381 1.6 1.6 -0.6
O -6.4890 2.6840 -3.7786 -2.0 -0.5 -0.7
H -6.9723 2.7934 -4.6608 0.6 -0.7 2.0
H -7.1158 2.2243 -3.1308 1.3 1.0 -1.5
O -1.2155 5.4440 -1.5299 -1.2 -0.6 -0.8
H -1.7066 5.1162 -2.3515 0.9 0.5 1.9
H -1.7445 5.1642 -0.7140 1.0 0.1 -1.4
O -4.8831 4.8348 -4.4943 -2.5 0.2 -1.0
H -5.4260 4.0132 -4.2620 0.8 1.2 -0.2
H -5.3998 5.3707 -5.1795 1.1 -1.3 1.3
O -4.8734 5.5907 0.6595 -2.3 0.4 0.0
H -5.1421 5.8970 -0.2666 0.2 -0.5 1.5
H -5.7151 5.4676 1.2074 1.9 0.4 -1.3
O -1.9929 2.6994 -5.1007 1.1 1.0 0.3
H -2.2485 3.5129 -4.5559 1.3 -1.5 -1.3
H -1.0220 2.7926 -5.3696 -2.2 0.2 0.9
```
Positions in Å, forces in eV/Å.

These are the Mulliken partial charges, in e, on atoms 1 to 2: O -0.7316; O -0.9974